Below is the molecule C4H9NO in a non-equilibrium geometry, with properties calculated with ωB97M-V/def2-TZVPD.

Each line ends with the natural charge from an NBO analysis.
Positions of all 15 atoms, in Å:
1 C -1.716 0.795 0.172  -0.62
2 C -0.814 -0.379 -0.122  -0.36
3 C 0.512 -0.267 0.996  -0.50
4 C 1.521 -0.746 0.017  0.66
5 N 1.620 0.121 -1.035  -0.86
6 O 1.985 -1.870 -0.013  -0.60
7 H -2.649 0.831 -0.401  0.21
8 H -1.173 1.727 -0.044  0.19
9 H -1.922 0.758 1.236  0.21
10 H -1.221 -1.375 0.025  0.21
11 H -0.634 -0.345 -1.232  0.22
12 H 0.638 0.783 1.316  0.21
13 H 0.614 -0.857 1.947  0.24
14 H 1.797 -0.279 -1.934  0.40
15 H 1.441 1.103 -0.927  0.39

SMILES   CCCC(N)=O
Energy relative to the best compared isomer or geometry (same formula, charge and spin)   152.9 kJ/mol
Frontier orbital gap   0.3846 hartree
E_LUMO   0.87 eV

Below is the molecule C4H9NO, with properties calculated with ωB97M-V/def2-TZVPD.

Each line ends with the natural charge from an NBO analysis.
Positions of all 15 atoms, in Å:
1 C 0.860 -1.500 0.524  -0.62
2 C 1.102 -0.112 -0.011  -0.07
3 N 0.418 0.242 -1.251  -0.62
4 C 0.073 0.962 -0.023  -0.11
5 C -1.370 0.746 0.428  -0.08
6 O -2.231 0.586 -0.673  -0.72
7 H 1.093 -1.555 1.593  0.21
8 H -0.181 -1.803 0.376  0.22
9 H 1.494 -2.222 -0.002  0.22
10 H 2.132 0.234 0.089  0.19
11 H 0.999 0.803 -1.866  0.36
12 H 0.444 1.983 0.061  0.20
13 H -1.712 1.620 0.992  0.18
14 H -1.430 -0.119 1.107  0.16
15 H -1.691 0.136 -1.344  0.48

SMILES   C[C@H]1N[C@H]1CO
Energy relative to the best compared isomer or geometry (same formula, charge and spin)   188.3 kJ/mol
Frontier orbital gap   0.4009 hartree
E_LUMO   1.00 eV